The following is a quantum chemistry calculation of a structure of composition C35H37CuIP2 in a non-equilibrium geometry, from OMol25.

Each line ends with the Löwdin spin population.
Element x y z (Å)
Cu -0.1171 0.5780 -1.1837  0.263
C -1.8253 0.9781 -6.0603  0.000
C -1.8118 -0.3340 -5.8187  0.000
C -1.2178 -1.3509 -6.7480  0.000
C 0.1513 -1.0185 -7.3982  0.000
C 1.1008 -0.1795 -6.5852  0.000
C 1.1107 1.1540 -6.5010  0.000
C 0.1745 2.0708 -7.2202  0.000
C -1.2934 1.6069 -7.3186  0.000
C 0.7573 -0.2854 0.3606  0.382
H -2.3154 1.6756 -5.3834  0.000
H -2.3824 -0.7456 -4.9792  0.000
H -1.9426 -1.5627 -7.5570  0.000
H -1.1042 -2.2952 -6.1974  0.000
H 0.6523 -1.9862 -7.5867  0.000
H -0.0215 -0.5616 -8.3853  0.000
H 1.9245 -0.7531 -6.1403  0.000
H 1.9537 1.6621 -6.0281  0.000
H 0.5543 2.2422 -8.2401  0.000
H 0.1877 3.0389 -6.6963  0.000
H -1.8998 2.5025 -7.5251  0.000
H -1.4101 0.9349 -8.1790  0.000
H 0.7347 0.5153 1.1135  0.020
H 1.7790 -0.6845 0.2619  0.008
H 0.0585 -1.0867 0.6323  0.034
P -1.5157 -0.5804 -2.4027  0.021
P 1.8227 0.1032 -2.0985  0.113
C -0.2518 -1.1943 -3.5141  0.003
C 1.0546 -0.7692 -3.4825  0.027
C -2.4234 -2.0396 -1.8840  0.003
C -2.8111 -3.0043 -2.8298  0.000
C -3.5133 -4.1334 -2.4067  0.000
C -3.8154 -4.2965 -1.0487  0.000
C -3.4242 -3.3362 -0.1059  0.000
C -2.7332 -2.1994 -0.5160  0.000
C -2.7766 0.6622 -2.8874  0.005
C -2.3737 2.0079 -3.1016  0.006
C -3.3082 3.0348 -3.1973  0.001
C -4.6709 2.7521 -3.1449  0.000
C -5.0909 1.4286 -2.9854  0.000
C -4.1603 0.3936 -2.8472  0.000
C 3.2602 -0.9329 -1.7311  0.004
C 3.0286 -2.2573 -1.2907  0.005
C 4.0996 -3.0973 -0.9871  -0.001
C 5.4149 -2.6375 -1.1302  0.005
C 5.6506 -1.3437 -1.6066  -0.001
C 4.5862 -0.4871 -1.8907  0.006
C 2.4507 1.7850 -2.4160  0.017
C 2.4814 2.7589 -1.3943  0.006
C 2.8780 4.0640 -1.6830  -0.001
C 3.2409 4.4143 -2.9894  0.006
C 3.2724 3.4323 -3.9903  0.001
C 2.9288 2.1133 -3.6931  0.011
H -0.5492 -2.0419 -4.1458  0.000
H 1.7533 -1.1187 -4.2480  0.004
H -2.5662 -2.8727 -3.8829  0.000
H -3.8149 -4.8873 -3.1372  0.000
H -4.3503 -5.1882 -0.7216  0.000
H -3.6556 -3.4809 0.9521  0.000
H -2.4318 -1.4308 0.1968  0.000
H -1.3162 2.2606 -3.1592  0.004
H -2.9584 4.0658 -3.2806  0.000
H -5.3969 3.5647 -3.1743  0.000
H -6.1569 1.1991 -2.9446  0.000
H -4.5012 -0.6333 -2.6970  0.000
H 2.0022 -2.6194 -1.1677  0.000
H 3.9100 -4.1164 -0.6410  0.000
H 6.2522 -3.2861 -0.8761  0.000
H 6.6715 -0.9974 -1.7657  0.000
H 4.7726 0.5321 -2.2340  0.000
H 2.1494 2.5068 -0.3870  0.000
H 2.8877 4.8130 -0.8883  0.000
H 3.5015 5.4500 -3.2261  0.000
H 3.5696 3.7000 -5.0088  0.000
H 3.0219 1.3257 -4.4455  0.001
I -1.2454 2.5995 -0.1275  0.043

Output
Total charge   0
2S+1   2
DFT total energy   -108209.852 eV
LUMO energy (spin up / spin down)   -0.0050 / -0.0108 hartree
Expectation value of S²   0.76
Energy relative to the best compared isomer or geometry (same formula, charge and spin)   139.1 kJ/mol
Orbital gap (spin up / spin down)   6.350 / 6.826 eV
HOMO energy (spin up / spin down)   -6.487 / -7.119 eV